This record from the Open Molecules 2025 dataset describes a cluster of 2 separate species, C2H4S2 in total. The level of theory is ωB97M-V with the def2-TZVPD basis set.

Geometry (Å):
S  -0.3751  1.2970  2.5717
S  -1.0162  2.5149  0.9669
C  0.5662  0.3830  -0.0609
C  -0.4031  0.9455  0.8629
H  0.9898  -0.5249  0.2184
H  -2.8101  -0.5528  0.5551
H  1.4348  0.9492  0.3200
H  0.4837  0.3716  -1.1153

Computed properties:
Spin multiplicity: 1
Relative energy (zero: lowest compared OMol25 entry of this formula, charge and spin) (kcal per mole): 118.20
Net charge: 0